109
Properties=species:S:1:pos:R:3 method="wB97M-V/def2-TZVPD" relative_energy_kj_mol=89.19 e_tot_ev=-114263.946 smiles="COP(=O)(OC)OC.COP(=O)(OC)OC.COP(=O)(OC)OC.COP(=O)(OC)OC.COP(=O)(OC)OC.CC(C)O.CC(C)O" orbital_gap_ev=10.080 lumo_ev=0.14
C 9.68310 7.53498 10.62910
O 9.42602 8.25628 9.42677
P 8.15251 9.26742 9.23696
O 6.87690 8.54444 8.99080
O 8.27720 10.14346 10.62680
C 7.31510 11.13412 11.01842
O 8.57914 10.29276 8.06748
C 9.85906 10.89612 8.08354
H 10.61030 7.94056 11.03398
H 9.83524 6.45642 10.58842
H 8.90940 7.64390 11.38912
H 7.01926 10.93320 12.04808
H 6.41302 11.17566 10.40802
H 7.72916 12.13488 11.14150
H 10.46775 10.65996 7.21070
H 10.40928 10.64080 8.98918
H 9.73630 11.97420 7.97974
C 6.74306 13.90468 13.84984
O 7.91716 13.18978 13.93522
P 9.37026 13.79958 13.47166
O 10.52680 12.97832 13.90820
O 9.23078 14.00654 11.88550
C 10.28924 14.52622 11.07908
O 9.29991 15.32440 14.02648
C 9.49118 15.60744 15.43510
H 6.23622 13.90800 14.81484
H 5.91596 13.45162 13.30328
H 6.90408 14.95190 13.59390
H 10.57914 13.72416 10.40028
H 11.16072 14.74760 11.69524
H 10.08398 15.39078 10.44782
H 10.11518 16.49066 15.57168
H 9.95774 14.74558 15.91218
H 8.60008 15.72870 16.05098
C 7.86996 9.47882 14.79550
O 7.64750 8.12558 14.71332
P 8.84334 7.08150 15.03590
O 8.42400 5.63532 14.80888
O 10.11042 7.57848 14.12708
C 11.35588 7.13950 14.51320
O 9.19438 7.43940 16.60837
C 8.17198 7.51690 17.59528
H 8.76146 9.71646 15.37588
H 7.03312 10.00840 15.25084
H 8.02371 9.76850 13.75600
H 11.50742 6.38546 15.28558
H 11.89180 8.05670 14.75738
H 11.95856 6.87400 13.64466
H 8.64286 7.85260 18.51922
H 7.60710 6.58720 17.66339
H 7.42912 8.25376 17.28984
C 13.00668 16.20897 20.66568
O 13.16696 15.17438 19.72289
P 12.27404 15.00066 18.33770
O 12.45342 16.21792 17.48622
O 12.87292 13.57588 17.79990
C 12.75388 13.23194 16.44910
O 10.77238 14.58342 18.89838
C 9.81828 15.60412 19.14622
H 12.92974 15.71074 21.63208
H 12.09630 16.80336 20.58800
H 13.84320 16.90598 20.71572
H 13.20906 13.96258 15.78048
H 11.73216 12.93310 16.21482
H 13.28604 12.28830 16.32891
H 9.97416 16.61642 18.77334
H 9.66982 15.73642 20.21794
H 8.83670 15.28188 18.79871
C 11.46978 9.94666 16.93606
O 12.85466 9.70825 16.70954
P 13.83766 9.38496 17.96054
O 13.38718 8.27704 18.85632
O 15.36584 9.27850 17.37799
C 15.84806 10.35858 16.61958
O 13.99116 10.77252 18.70934
C 15.11308 11.12896 19.51540
H 11.33862 10.82450 17.56876
H 10.90556 9.10645 17.34076
H 11.01882 10.23218 15.98568
H 15.14094 11.17664 16.48212
H 16.11723 10.10032 15.59538
H 16.73288 10.62916 17.19574
H 15.70302 11.95492 19.11805
H 15.70856 10.26380 19.80694
H 14.62998 11.33810 20.46984
C 15.23664 13.98346 10.58948
C 16.46808 13.11946 10.28661
C 17.02200 13.24042 8.91351
O 17.43062 13.52022 11.18948
H 15.47806 15.03986 10.47180
H 14.87958 13.79082 11.60116
H 14.49228 13.62690 9.87754
H 16.15436 12.10528 10.53380
H 17.74786 12.43330 8.81462
H 17.51410 14.20722 8.80742
H 16.27594 13.23860 8.11884
H 17.63759 14.45476 11.11596
C 12.23662 11.27264 11.20404
C 12.75186 10.82902 12.57870
C 14.13424 10.19084 12.52730
O 12.88864 12.00118 13.38750
H 12.76910 12.09632 10.72850
H 11.17356 11.51230 11.22822
H 12.35362 10.47288 10.47274
H 12.12212 10.10870 13.10086
H 14.82700 10.72320 11.87556
H 14.15712 9.17544 12.13164
H 14.59284 10.21796 13.51576
H 12.03330 12.31352 13.69150